P.
Density functional theory data (the ωB97M-V functional and the def2-TZVPD basis) for a single C15H22N2O4 molecule.

Last column: Löwdin charge in e.
Cartesian coordinates (Å):
O  0.05  1.42  1.23  0.0651
C  -0.50  0.58  0.53  -0.4502
N  0.18  -0.39  -0.11  0.1182
C  1.62  -0.50  -0.03  -0.2036
C  2.01  -1.35  1.17  -0.1912
O  3.42  -1.42  1.23  -0.0355
C  2.08  -1.16  -1.33  -0.3804
O  1.39  -2.00  -1.88  0.0785
N  3.30  -0.80  -1.83  -0.0318
C  3.54  -0.84  -3.28  -0.0941
C  3.88  0.62  -3.63  -0.1189
C  3.65  1.34  -2.30  -0.1594
O  3.91  0.34  -1.31  -0.0722
C  -2.00  0.58  0.33  -0.1805
C  -2.85  0.69  1.63  -0.0387
C  -3.66  1.79  0.94  -0.3421
C  -2.61  1.93  -0.15  -0.0382
C  -5.16  1.77  0.73  0.0095
C  -4.51  2.82  1.55  -0.3781
C  -4.66  3.42  2.89  -0.0635
C  -4.50  4.30  1.65  -0.0636
H  -0.29  -1.07  -0.69  0.1362
H  2.05  0.50  0.08  0.1489
H  1.59  -0.86  2.06  0.1272
H  1.56  -2.34  1.06  0.1313
H  3.68  -1.95  1.99  0.0917
H  4.37  -1.51  -3.50  0.1219
H  2.65  -1.21  -3.76  0.1190
H  4.92  0.71  -3.93  0.1091
H  3.25  1.02  -4.42  0.1112
H  4.33  2.17  -2.11  0.1273
H  2.61  1.69  -2.21  0.1266
H  -2.32  -0.26  -0.29  0.1409
H  -3.38  -0.20  1.94  0.1149
H  -2.25  1.08  2.45  0.1192
H  -1.92  2.75  0.04  0.1196
H  -2.96  1.96  -1.18  0.1144
H  -5.53  2.04  -0.26  0.1064
H  -5.73  1.00  1.23  0.1065
H  -5.63  3.40  3.36  0.0992
H  -3.82  3.37  3.57  0.1003
H  -3.55  4.81  1.52  0.0999
H  -5.36  4.84  1.30  0.0989

Calculated values
LUMO level = 0.7 eV
HOMO = -9.4388 eV
Structure (SMILES) = O=C([C@H](CO)NC(=O)[C@H]1C[C@@]2(C1)C[C@]21CC1)N1CCCO1
Gap between HOMO and LUMO = 10.1750 eV



Q.
Density functional theory data (the ωB97M-V functional and the def2-TZVPD basis) for a single C15H22N2O4 molecule.

Last column: Löwdin charge in e.
Cartesian coordinates (Å):
O  1.03  -1.13  0.72  0.0690
C  0.47  -0.05  0.83  -0.4472
N  -0.89  0.06  0.80  0.1261
C  -1.74  -1.10  0.61  -0.2197
C  -2.01  -1.79  1.93  -0.1883
O  -2.84  -2.91  1.64  -0.0492
C  -3.04  -0.59  -0.01  -0.3829
O  -3.63  0.34  0.48  0.1325
N  -3.30  -1.12  -1.28  -0.0240
C  -3.88  -2.48  -1.31  -0.1378
C  -4.37  -2.54  -2.74  -0.1382
C  -4.92  -1.13  -2.92  -0.1653
O  -4.29  -0.31  -1.92  -0.0779
C  1.22  1.25  0.96  -0.1840
C  2.55  1.20  1.74  -0.0434
C  3.18  2.02  0.62  -0.3462
C  2.01  1.69  -0.30  -0.0348
C  3.81  3.39  0.70  0.0118
C  4.60  2.21  0.28  -0.3714
C  5.78  1.46  0.76  -0.0683
C  5.54  1.68  -0.72  -0.0607
H  -1.34  0.95  0.93  0.1431
H  -1.23  -1.79  -0.07  0.1540
H  -1.06  -2.10  2.37  0.1263
H  -2.51  -1.09  2.60  0.1296
H  -3.01  -3.39  2.46  0.0931
H  -3.12  -3.21  -1.06  0.1262
H  -4.71  -2.55  -0.60  0.1357
H  -3.52  -2.71  -3.41  0.1149
H  -5.11  -3.31  -2.91  0.1151
H  -4.72  -0.71  -3.90  0.1174
H  -6.00  -1.09  -2.72  0.1192
H  0.57  2.05  1.32  0.1432
H  2.56  1.63  2.75  0.1169
H  2.94  0.19  1.77  0.1169
H  2.22  0.84  -0.95  0.1231
H  1.58  2.50  -0.89  0.1144
H  3.47  4.09  -0.06  0.1059
H  4.02  3.83  1.67  0.1075
H  6.61  2.01  1.19  0.0989
H  5.63  0.47  1.18  0.1003
H  5.23  0.86  -1.35  0.1001
H  6.23  2.37  -1.20  0.0980

Calculated values
LUMO level = 0.7 eV
HOMO = -9.0804 eV
Structure (SMILES) = O=C([C@H](CO)NC(=O)[C@H]1C[C@@]2(C1)C[C@]21CC1)N1CCCO1
Gap between HOMO and LUMO = 9.7517 eV



R.
Density functional theory data (the ωB97M-V functional and the def2-TZVPD basis) for a single C15H22N2O4 molecule.

Last column: Löwdin charge in e.
Cartesian coordinates (Å):
C  -1.66  -1.99  -1.17  -0.2442
C  -0.56  -0.94  -1.44  -0.5009
C  -2.91  -1.28  -0.48  -0.1619
C  -3.50  -0.08  -1.15  -0.4114
C  -4.65  0.44  -0.27  -0.0670
C  -3.99  -0.51  -2.57  -0.0601
C  1.73  -0.40  -0.86  -0.2296
C  2.73  -1.22  -1.74  -0.4387
C  2.54  -0.02  0.39  -0.0717
C  1.90  0.94  1.43  -0.1884
C  1.23  0.52  2.65  -0.0274
C  1.84  2.28  1.21  -0.0800
C  0.64  1.38  3.59  -0.0168
C  1.25  3.23  2.04  0.0097
C  0.85  2.74  3.31  -0.3369
H  -1.96  -3.69  -0.05  0.0473
H  -0.48  -3.73  -0.80  0.0958
H  -1.88  -2.34  -2.17  0.1261
H  -2.63  -0.97  0.56  0.1285
H  -3.64  -2.10  -0.21  0.1366
H  -2.59  0.69  -1.30  0.1729
H  -4.36  0.37  0.80  0.0918
H  -4.86  1.43  -0.46  0.0465
H  -5.54  -0.09  -0.31  0.0567
H  -4.87  -1.07  -2.44  0.0588
H  -4.33  0.33  -3.14  0.0683
H  -3.18  -0.99  -3.16  0.0748
H  0.51  -2.08  -0.31  0.1363
H  1.36  0.38  -1.46  0.1342
H  2.71  -0.96  0.90  0.1151
H  3.52  0.35  0.02  0.1329
H  1.28  -0.56  2.89  0.1103
H  2.26  2.68  0.38  0.0818
H  0.13  0.97  4.46  0.1117
H  1.24  4.35  1.84  0.1442
H  0.52  3.64  5.01  0.1306
H  1.27  -1.36  -3.06  0.0766
N  -1.19  -3.15  -0.33  0.0310
N  0.52  -1.08  -0.59  0.1250
O  -0.67  -0.15  -2.28  0.1207
O  3.82  -1.59  -1.44  0.1373
O  0.35  3.77  4.04  0.0115
O  2.19  -1.55  -2.95  0.1222

Calculated values
LUMO level = 0.6 eV
HOMO = -8.4596 eV
Structure (SMILES) = CC(C)C[C@H](N)C(=O)N[C@@H](Cc1ccc(O)cc1)C(=O)O
Gap between HOMO and LUMO = 9.0342 eV



Q: Which of them is the most stable? A: R.



P.
Density functional theory data (the ωB97M-V functional and the def2-TZVPD basis) for 2 unconnected molecules or ions with the total composition C4H12O2.

Last column: Löwdin charge in e.
Cartesian coordinates (Å):
O  -2.87  -3.23  -4.49  -0.2541
C  -1.62  -2.46  -4.61  -0.0766
C  -3.41  -3.28  -3.21  -0.1748
H  -1.92  -1.44  -4.32  0.0790
H  -1.23  -2.43  -5.64  0.0839
H  -0.80  -2.79  -3.94  0.0816
H  -2.85  -3.96  -2.56  0.0854
H  -4.43  -3.68  -3.35  0.0917
H  -3.48  -2.29  -2.72  0.0838
O  1.76  2.56  4.11  -0.2552
C  2.92  2.23  4.81  -0.1578
C  1.99  3.44  2.97  -0.0935
H  2.70  1.60  5.69  0.0907
H  3.48  3.12  5.14  0.0856
H  3.56  1.65  4.12  0.0824
H  1.13  3.45  2.28  0.0861
H  2.85  3.01  2.44  0.0781
H  2.23  4.48  3.25  0.0834

Calculated values
LUMO level = 1.1 eV
HOMO = -9.8105 eV
Structure (SMILES) = COC.COC
Gap between HOMO and LUMO = 10.9193 eV



Q.
Density functional theory data (the ωB97M-V functional and the def2-TZVPD basis) for a molecular structure, C4H12O2.

Last column: Löwdin charge in e.
Cartesian coordinates (Å):
C  -2.15  -0.72  -0.59  -0.0322
C  -1.06  -0.01  0.25  -0.0605
C  -0.09  -0.70  1.05  -0.1182
C  0.78  0.29  1.79  -0.0634
H  -1.77  -1.48  -1.25  0.0873
H  -2.74  -1.29  0.16  0.0940
H  -2.84  -0.03  -1.06  0.0793
H  -1.09  1.07  0.34  0.1499
H  -0.36  -1.63  1.54  0.1542
H  0.12  0.65  2.59  0.0948
H  1.69  -0.14  2.22  0.0950
H  0.98  1.18  1.24  0.0617
H  2.52  2.00  -1.70  -0.0189
H  1.55  0.76  -1.29  -0.0252
O  2.21  1.60  -0.87  -0.2592
H  0.10  -0.55  -0.17  0.1405
H  1.03  -0.50  -2.61  -0.0201
O  1.11  -0.49  -1.63  -0.3591

Calculated values
LUMO level = -1.1 eV
HOMO = -8.1981 eV
Gap between HOMO and LUMO = 7.1460 eV



Q: Which of them is the most stable? A: P.



P.
Density functional theory data (the ωB97M-V functional and the def2-TZVPD basis) for a gas-phase ion, C9H14NO (charge +1).

Last column: Löwdin charge in e.
Cartesian coordinates (Å):
C  -1.06  3.07  -0.83  -0.1164
O  -0.52  2.57  -2.10  -0.2327
C  0.43  1.47  -1.91  -0.2255
C  -0.19  -0.03  -2.27  -0.1655
C  -1.03  -0.71  -1.04  -0.1455
C  -0.15  -1.07  0.30  -0.0427
C  -0.99  -1.80  1.55  0.0406
C  -0.26  -2.22  2.96  0.0294
C  1.35  -1.83  3.10  0.0111
C  2.09  -1.12  1.82  0.0350
N  1.32  -0.80  0.51  0.0593
H  -0.36  2.93  0.10  0.0949
H  -2.09  2.55  -0.59  0.0940
H  -1.21  4.25  -0.95  0.1223
H  1.30  1.64  -2.72  0.1448
H  0.98  1.51  -0.86  0.1084
H  0.62  -0.77  -2.72  0.1313
H  -0.96  0.16  -3.16  0.1436
H  -1.54  -1.71  -1.43  0.1434
H  -1.91  0.00  -0.72  0.1342
H  -2.15  -2.05  1.41  0.1279
H  -0.82  -2.76  3.83  0.1173
H  2.00  -2.05  4.06  0.1140
H  3.24  -0.85  1.91  0.1436
H  1.89  -0.38  -0.25  0.1331

Calculated values
LUMO level = -5.2 eV
HOMO = -12.8792 eV
Net charge = +1
Structure (SMILES) = COCCCc1cccc[nH+]1
Gap between HOMO and LUMO = 7.7178 eV



Q.
Density functional theory data (the ωB97M-V functional and the def2-TZVPD basis) for a gas-phase ion, C9H14NO (charge +1).

Last column: Löwdin charge in e.
Cartesian coordinates (Å):
C  1.44  0.90  1.03  0.0068
C  0.88  -0.57  -0.83  0.0973
C  0.59  1.78  0.54  -0.0392
C  1.76  -0.18  0.13  -0.2825
C  -1.12  -1.56  0.83  0.1309
C  -1.39  -0.32  0.39  -0.3123
C  3.10  -0.79  0.18  -0.0286
C  -2.43  0.63  0.97  0.0110
C  -1.32  0.11  -2.04  0.0611
N  -0.60  0.14  -0.77  -0.2019
O  -0.28  1.51  -0.53  -0.0094
H  2.29  1.25  1.53  0.1198
H  0.75  -1.22  -1.69  0.1357
H  0.34  2.66  1.04  0.1315
H  -0.58  -2.26  0.24  0.0682
H  -1.40  -2.06  1.76  0.1021
H  3.13  -1.61  -0.60  0.1119
H  3.18  -1.41  1.11  0.1142
H  3.91  -0.02  0.22  0.1156
H  -2.89  0.03  1.81  0.1144
H  -3.11  0.98  0.16  0.0972
H  -1.76  1.49  1.37  0.1071
H  -0.69  0.69  -2.78  0.1580
H  -1.61  -0.88  -2.21  0.1085
H  -2.15  0.71  -1.85  0.0826

Calculated values
LUMO level = -3.7 eV
HOMO = -13.2768 eV
Net charge = +1
Structure (SMILES) = C=C(C)[N@+]1(C)C=C(C)C=CO1
Gap between HOMO and LUMO = 9.5902 eV



Q: Which of them is the most stable? A: Q.



P.
Density functional theory data (the ωB97M-V functional and the def2-TZVPD basis) for a molecular structure, C19H29FN4O2PbSSi.

Last column: Löwdin charge in e.
Cartesian coordinates (Å):
Pb  0.31  -0.06  -1.48  1.5862
C  2.26  -1.90  1.76  -0.1454
Si  3.18  -1.08  0.38  0.4679
C  3.08  -1.93  -1.28  -0.1822
C  4.98  -0.91  0.80  -0.1667
N  2.24  0.47  0.07  -0.0483
C  2.59  1.67  0.35  -0.2438
C  3.83  2.09  1.00  -0.0031
C  4.19  3.38  1.02  0.0117
C  3.38  4.45  0.44  -0.0141
C  2.17  4.19  -0.03  0.0254
C  1.61  2.81  0.04  -0.3828
F  0.97  2.53  -1.16  -0.0428
H  2.75  -2.84  2.03  0.0552
H  1.22  -2.11  1.50  0.0016
H  2.27  -1.27  2.66  0.0452
H  3.66  -2.85  -1.23  0.0597
H  3.53  -1.32  -2.07  0.0530
H  2.08  -2.24  -1.60  -0.0327
H  5.38  -1.93  0.77  0.0567
H  5.17  -0.54  1.81  0.0443
H  5.56  -0.33  0.08  0.0545
H  4.48  1.33  1.41  0.0820
H  5.14  3.65  1.47  0.1321
H  3.78  5.45  0.43  0.1297
H  1.50  4.95  -0.43  0.1394
N  -3.05  0.14  1.50  0.2576
C  -1.86  0.44  1.00  -0.4681
O  -1.63  0.39  -0.23  -0.1583
C  -0.80  0.85  1.95  -0.1262
C  -0.66  0.25  3.23  -0.1784
N  -0.55  -0.30  4.23  0.2112
C  -0.02  1.83  1.50  0.0174
N  0.52  2.79  1.04  0.2959
H  -3.80  -0.13  0.88  0.1477
H  -3.26  0.27  2.48  0.1442
C  -0.01  -4.01  -3.64  -0.0984
C  -0.50  -5.07  -2.65  -0.2759
C  -0.24  -4.68  -1.20  -0.3081
S  -1.16  -3.19  -0.74  1.0107
O  -0.06  -2.11  -0.56  -0.7752
C  -1.62  -3.62  0.95  -0.3333
C  -2.81  -4.57  0.97  -0.2753
C  -4.12  -3.92  0.52  -0.0969
H  -0.21  -4.32  -4.66  0.0891
H  1.06  -3.85  -3.54  0.0797
H  -0.53  -3.06  -3.49  0.0570
H  0.01  -6.02  -2.83  0.1256
H  -1.56  -5.27  -2.79  0.1168
H  0.80  -4.41  -1.03  0.1033
H  -0.52  -5.47  -0.50  0.0986
H  -1.85  -2.66  1.43  0.0861
H  -0.73  -4.04  1.43  0.1083
H  -2.91  -4.93  2.00  0.1263
H  -2.60  -5.46  0.38  0.1077
H  -4.37  -3.07  1.15  0.0727
H  -4.94  -4.63  0.60  0.0882
H  -4.08  -3.58  -0.51  0.0676

Calculated values
LUMO level = -7.0 eV
HOMO = -15.2076 eV
Net charge = +2
Gap between HOMO and LUMO = 8.2482 eV



Q.
Density functional theory data (the ωB97M-V functional and the def2-TZVPD basis) for a molecular structure, C19H29FN4O2PbSSi.

Last column: Löwdin charge in e.
Cartesian coordinates (Å):
Pb  -0.67  0.93  -0.88  1.4887
C  -1.57  1.37  3.76  -0.1147
Si  -0.17  0.76  2.52  0.4085
C  0.94  -0.24  3.61  -0.1448
C  0.71  2.29  1.89  -0.1650
N  -0.90  0.01  1.17  -0.2446
C  -1.62  -1.20  1.22  -0.3088
C  -1.98  -1.88  2.39  -0.0413
C  -2.71  -3.06  2.37  -0.0585
C  -3.12  -3.62  1.17  -0.0574
C  -2.76  -3.00  -0.02  0.0039
C  -2.04  -1.84  0.06  -0.2115
F  -1.67  -1.24  -1.15  -0.1052
H  -1.17  1.48  4.76  0.1005
H  -2.33  0.58  3.78  0.0938
H  -2.55  3.25  4.21  0.2018
H  1.26  0.34  4.47  0.0522
H  1.83  -0.54  3.05  0.0552
H  0.47  -1.16  3.98  0.0397
H  1.46  2.60  2.62  0.0579
H  0.07  3.16  1.69  0.0214
H  1.26  2.06  0.96  0.0197
H  -1.65  -1.50  3.35  0.0839
H  -2.96  -3.54  3.31  0.1180
H  -3.70  -4.54  1.15  0.1187
H  -3.04  -3.40  -0.98  0.1344
N  -5.49  3.06  0.61  0.2370
C  -4.32  2.44  0.49  -0.4832
O  -4.09  1.39  -0.05  0.1080
C  -3.09  3.19  1.09  -0.0718
C  -2.68  2.97  2.30  0.0794
N  -2.32  2.63  3.43  0.1238
C  -2.27  3.87  0.12  -0.1859
N  -1.66  4.40  -0.70  0.2377
H  -6.31  2.65  0.18  0.1481
H  -5.59  3.96  1.04  0.1346
C  4.15  2.37  -3.74  -0.1030
C  4.53  0.89  -3.69  -0.2851
C  3.86  0.14  -2.53  -0.3184
S  2.09  -0.07  -2.88  0.9958
O  1.38  0.10  -1.51  -0.7685
C  2.04  -1.84  -3.23  -0.3356
C  2.33  -2.74  -2.02  -0.2852
C  1.80  -4.15  -2.27  -0.0890
H  4.58  2.85  -4.62  0.0846
H  4.52  2.90  -2.86  0.0824
H  3.06  2.51  -3.79  0.0619
H  5.61  0.79  -3.56  0.1201
H  4.29  0.40  -4.63  0.1102
H  3.89  0.71  -1.60  0.1039
H  4.29  -0.85  -2.37  0.0897
H  2.76  -1.99  -4.04  0.1143
H  1.04  -2.02  -3.63  0.0974
H  1.85  -2.32  -1.14  0.0962
H  3.40  -2.78  -1.83  0.1082
H  0.71  -4.14  -2.41  0.0769
H  2.02  -4.80  -1.43  0.0826
H  2.25  -4.60  -3.17  0.0862

Calculated values
LUMO level = -6.8 eV
HOMO = -13.4135 eV
Net charge = +2
Gap between HOMO and LUMO = 6.5670 eV



Q: Which of them is the most stable? A: P.